Entry from the Open Molecules 2025 dataset: a cluster of 11 separate species, C20H67N5O11 in total (wB97M-V/def2-TZVPD).

Its energy above the lowest of the compared OMol25 structures with the same formula, charge and spin is 0.0 kcal per mole. As for the molar mass: 553.78 g/mol. Its expectation value of S² is 0.750. The calculation puts the HOMO-LUMO gap (spin up / spin down) at 2.6 / 9.3 eV. The calculation puts the total energy at -51796.2371 eV. The calculation puts the LUMO energy (spin up / spin down) at 2.4 / 2.3 eV.

ORCA input file:
```
! RIJCOSX wB97M-V def2-TZVPD def2/J DEFGRID3
* xyz -1 2
O -2.551 -0.117 -2.807
H -3.109 -0.098 -2.030
H -1.977 -0.871 -2.672
O -0.174 2.161 -4.637
H -0.550 2.402 -3.791
H 0.753 2.007 -4.453
O -1.828 2.451 -2.508
H -2.630 2.874 -2.200
H -2.083 1.542 -2.667
O -3.141 1.865 1.709
H -3.924 1.318 1.649
H -3.422 2.634 2.205
O -1.043 0.691 3.316
H -1.464 -0.159 3.447
H -1.651 1.176 2.758
O -0.871 1.466 -0.174
H -1.038 1.750 -1.073
H -1.555 1.890 0.343
C 1.777 0.425 -2.189
C 2.829 1.481 -2.649
C 4.256 1.056 -2.239
O 5.214 2.087 -2.243
C 5.232 2.935 -1.112
N 2.699 1.710 -4.055
H 1.706 0.353 -1.104
H 1.846 -0.620 -2.493
H 0.762 0.654 -2.513
H 2.650 2.471 -2.229
H 4.612 0.351 -2.990
H 4.227 0.472 -1.320
H 4.245 3.098 -0.679
H 5.670 3.893 -1.393
H 5.886 2.541 -0.334
H 3.461 2.333 -4.283
H 2.844 0.936 -4.687
C -1.224 -5.788 -3.038
C -1.613 -4.342 -2.534
C -0.588 -3.308 -2.795
O -0.943 -2.079 -2.231
C -0.742 -2.015 -0.807
N -2.929 -4.008 -3.104
H -1.847 -6.625 -2.723
H -0.185 -6.017 -2.802
H -1.294 -5.680 -4.121
H -1.790 -4.552 -1.480
H -0.465 -3.239 -3.876
H 0.421 -3.591 -2.494
H 0.285 -2.225 -0.508
H -1.424 -2.736 -0.357
H -1.046 -0.990 -0.599
H -3.235 -3.135 -2.699
H -3.561 -4.719 -2.764
C 2.028 0.272 1.705
C 2.555 -0.708 2.763
C 3.543 -1.698 2.091
O 2.902 -2.679 1.237
C 1.741 -3.339 1.724
N 3.263 0.090 3.756
H 2.866 0.684 1.141
H 1.556 1.126 2.190
H 1.388 -0.113 0.912
H 1.782 -1.170 3.377
H 4.056 -2.223 2.896
H 4.336 -1.213 1.523
H 1.421 -4.138 1.056
H 0.908 -2.675 1.956
H 1.946 -3.924 2.620
H 4.130 -0.387 3.957
H 3.558 0.968 3.353
C 2.960 4.511 4.721
C 3.017 3.469 3.582
C 2.784 3.998 2.136
O 1.596 4.753 1.963
C 0.363 4.066 2.195
N 4.323 2.814 3.557
H 3.638 5.341 4.521
H 3.277 4.114 5.685
H 1.978 4.951 4.892
H 2.213 2.786 3.858
H 2.735 3.200 1.395
H 3.696 4.483 1.789
H -0.333 4.615 1.562
H 0.076 4.205 3.238
H 0.270 3.001 1.985
H 4.923 3.521 3.157
H 4.732 2.733 4.477
C -3.921 -1.866 1.012
C -4.419 -1.438 -0.413
C -5.875 -1.721 -0.628
O -6.202 -3.051 -0.576
C -7.573 -3.380 -0.618
N -4.124 -0.053 -0.431
H -4.535 -1.365 1.760
H -2.891 -1.536 1.151
H -3.869 -2.924 1.267
H -3.827 -1.932 -1.183
H -6.224 -1.308 -1.575
H -6.444 -1.258 0.178
H -7.768 -4.453 -0.619
H -7.962 -2.952 -1.541
H -8.187 -2.868 0.123
H -3.189 0.116 -0.087
H -4.699 0.443 0.235
*
```

Atom charges from the Löwdin analysis, given in e for atoms 1 to 6: O -0.043; H -0.016; H -0.006; O -0.081; H -0.030; H -0.039

Entry from the Open Molecules 2025 dataset: a cluster of 15 separate species, C20H70O19 in total (wB97M-V/def2-TZVPD).

As for the molar mass: 614.76 g/mol. The calculation puts the HOMO-LUMO gap at 8.8 eV. The calculation puts the total energy at -60775.0454 eV. The calculation puts the LUMO energy at -0.4 eV.

ORCA input file:
```
! RIJCOSX wB97M-V def2-TZVPD def2/J DEFGRID3
* xyz 0 1
O 0.924 0.713 3.991
H 1.611 1.348 4.190
H 1.084 -0.011 4.597
O -0.927 3.298 1.276
H -0.290 3.626 1.911
H -1.491 2.712 1.781
O -1.923 3.205 -3.884
H -2.822 2.894 -3.995
H -1.918 3.622 -3.023
O 2.345 3.402 -2.668
H 2.101 3.837 -1.851
H 2.672 2.545 -2.395
O 3.600 0.956 -1.705
H 4.286 0.588 -2.262
H 4.001 1.016 -0.838
O 0.128 1.299 -4.501
H -0.574 1.843 -4.145
H 0.412 0.760 -3.762
O -4.386 1.915 -1.389
H -3.779 2.598 -1.102
H -5.078 1.915 -0.727
C 2.437 3.966 1.072
C 2.070 5.042 2.131
O 0.979 4.611 2.904
O 1.595 3.933 -0.078
H 2.551 3.024 1.608
H 3.393 4.218 0.612
H 1.594 5.862 1.594
H 2.925 5.402 2.704
H 0.773 5.346 3.486
H 0.662 3.854 0.130
C -1.865 -0.783 5.366
C -3.276 -1.379 5.516
O -4.252 -0.363 5.781
O -1.756 -0.118 4.111
H -1.064 -1.522 5.367
H -1.613 -0.156 6.221
H -3.229 -2.106 6.327
H -3.554 -1.890 4.594
H -4.996 -0.601 5.223
H -0.962 0.419 4.065
C -3.800 -2.096 0.606
C -2.469 -2.330 1.394
O -2.403 -3.578 2.107
O -4.664 -1.454 1.482
H -4.142 -2.961 0.039
H -3.585 -1.360 -0.169
H -2.143 -1.572 2.106
H -1.600 -2.453 0.748
H -2.939 -3.433 2.890
H -5.472 -1.394 0.968
C 0.997 -3.824 2.581
C 1.447 -4.126 1.192
O 2.571 -5.036 1.076
O 0.038 -4.770 3.039
H 0.512 -2.848 2.613
H 1.791 -3.756 3.324
H 1.799 -3.138 0.897
H 0.720 -4.312 0.402
H 2.315 -5.878 1.459
H -0.798 -4.398 2.748
C 4.818 -1.049 1.728
C 4.494 0.439 2.119
C 5.469 0.994 3.140
O 4.602 1.204 0.912
H 4.078 -1.501 1.067
H 4.872 -1.666 2.625
H 5.766 -1.200 1.212
H 3.507 0.530 2.571
H 5.414 0.429 4.070
H 5.045 1.966 3.395
H 6.476 1.070 2.730
H 4.902 2.063 1.219
C 0.293 -2.416 -3.951
C 1.780 -2.418 -3.526
C 2.043 -3.169 -2.169
O 2.556 -2.989 -4.501
H 0.130 -1.993 -4.942
H -0.300 -1.821 -3.257
H -0.101 -3.432 -3.963
H 2.139 -1.399 -3.381
H 3.007 -2.849 -1.774
H 1.873 -4.228 -2.364
H 1.275 -2.726 -1.535
H 3.279 -3.418 -4.037
C -3.669 1.223 -6.225
C -4.373 0.913 -4.917
C -3.680 -0.173 -4.089
O -4.417 2.135 -4.150
H -4.224 2.042 -6.680
H -3.877 0.401 -6.910
H -2.653 1.582 -6.064
H -5.369 0.528 -5.137
H -3.601 -1.103 -4.653
H -4.115 -0.355 -3.106
H -2.693 0.214 -3.834
H -4.505 1.890 -3.226
C -1.337 0.484 -1.223
C 0.145 0.787 -0.826
C 0.558 -0.135 0.337
O 0.888 0.342 -1.925
H -2.014 0.649 -0.386
H -1.581 -0.538 -1.516
H -1.630 1.064 -2.099
H 0.367 1.833 -0.616
H 1.572 0.103 0.656
H 0.504 -1.201 0.113
H -0.031 0.016 1.242
H 1.756 0.751 -1.890
*
```

Atom charges from the Löwdin analysis, given in e for atoms 1 to 6: O -0.033; H 0.047; H 0.051; O -0.036; H -0.006; H 0.049

Entry from the Open Molecules 2025 dataset: a cluster of 15 separate species, C20H70O25 in total (wB97M-V/def2-TZVPD).

Its energy above the lowest of the compared OMol25 structures with the same formula, charge and spin is 86.8 kcal per mole. As for the molar mass: 710.76 g/mol. The calculation puts the HOMO-LUMO gap at 8.5 eV. The calculation puts the total energy at -73055.6115 eV. The calculation puts the LUMO energy at -0.8 eV.

ORCA input file:
```
! RIJCOSX wB97M-V def2-TZVPD def2/J DEFGRID3
* xyz 0 1
O 3.437 -1.360 -0.479
H 3.486 -0.883 -1.262
H 4.319 -1.285 -0.182
O 0.873 -0.514 -3.134
H 1.364 -1.301 -2.829
H 0.825 -0.592 -4.078
O 0.348 -4.373 -1.234
H 0.677 -3.926 -2.027
H 0.539 -3.644 -0.611
O 2.130 -2.918 -2.669
H 2.536 -3.441 -3.374
H 2.877 -2.704 -2.065
O -1.989 -4.194 -2.797
H -1.356 -4.362 -2.082
H -2.056 -3.237 -2.834
C -2.661 0.327 -4.382
C -2.289 -1.161 -4.169
O -1.597 -1.435 -2.984
O -3.127 0.449 -5.715
H -1.848 1.043 -4.244
H -3.448 0.716 -3.731
H -1.542 -1.387 -5.001
H -3.161 -1.843 -4.274
H -0.700 -1.082 -3.032
H -2.916 1.291 -6.146
C -4.503 -1.316 -1.650
C -5.933 -1.755 -2.230
O -5.993 -1.629 -3.589
O -4.318 -1.508 -0.260
H -4.141 -0.333 -1.969
H -3.814 -1.959 -2.061
H -6.729 -1.107 -1.840
H -6.101 -2.794 -1.924
H -6.879 -1.791 -3.959
H -3.374 -1.314 -0.234
C -1.822 3.186 2.849
C -0.708 3.118 1.770
O -0.444 1.716 1.693
O -1.970 4.585 3.179
H -1.565 2.568 3.699
H -2.875 2.894 2.513
H 0.301 3.495 2.171
H -0.939 3.609 0.810
H 0.074 1.487 2.458
H -1.229 4.841 3.729
C 2.605 3.034 4.142
C 1.927 1.841 4.700
O 1.433 1.064 3.664
O 3.278 3.802 5.133
H 1.892 3.645 3.686
H 3.349 2.682 3.400
H 1.107 2.170 5.339
H 2.675 1.223 5.199
H 2.142 0.615 3.220
H 4.151 3.367 5.344
C -5.382 1.629 0.611
C -5.930 1.901 -0.777
O -7.298 2.144 -0.804
O -4.051 1.218 0.515
H -5.963 0.888 1.175
H -5.531 2.555 1.138
H -5.680 1.065 -1.395
H -5.460 2.770 -1.189
H -7.672 1.730 -1.587
H -4.042 0.236 0.492
C 0.075 -1.397 1.061
C -0.724 -0.940 -0.175
O -1.864 -0.255 0.259
O 1.034 -2.234 0.537
H -0.597 -1.933 1.696
H 0.584 -0.567 1.626
H -1.040 -1.712 -0.836
H -0.117 -0.237 -0.771
H -1.547 0.479 0.763
H 1.790 -1.728 0.272
C 3.589 -4.818 0.804
C 4.990 -4.189 0.809
O 5.607 -4.397 2.050
O 3.162 -4.751 -0.509
H 2.796 -4.368 1.342
H 3.540 -5.859 0.960
H 4.812 -3.110 0.757
H 5.618 -4.362 -0.055
H 5.523 -3.692 2.686
H 2.220 -4.935 -0.614
C 4.938 -1.130 3.409
C 3.562 -1.139 2.821
O 3.402 0.063 2.111
O 5.268 -2.314 4.138
H 5.035 -0.277 4.084
H 5.620 -1.037 2.596
H 2.876 -1.227 3.719
H 3.453 -2.061 2.268
H 3.115 -0.121 1.211
H 6.181 -2.178 4.417
C -2.031 3.419 -1.821
C -1.088 2.201 -1.732
O -0.193 2.449 -2.788
O -2.744 3.353 -0.612
H -2.627 3.179 -2.696
H -1.439 4.279 -1.757
H -1.558 1.226 -1.999
H -0.539 2.039 -0.819
H -0.058 1.634 -3.300
H -3.062 2.461 -0.404
C 4.027 2.715 0.297
C 2.474 2.541 0.426
O 2.015 1.377 -0.322
O 4.432 3.570 1.278
H 4.256 3.167 -0.626
H 4.510 1.793 0.527
H 1.905 3.390 0.006
H 2.160 2.374 1.427
H 2.413 1.294 -1.146
H 4.961 4.213 0.749
*
```

Atom charges from the Löwdin analysis, given in e for atoms 1 to 6: O 0.017; H 0.037; H 0.055; O -0.028; H 0.024; H 0.064